No. 1
DFT (wB97M-V/def2-TZVPD) results for a molecular structure, C8H10N2SeV in a non-equilibrium geometry.

Calculated values
- gap between HOMO and LUMO (alpha / beta) (Ha) = 0.25905 / 0.26321
- calculated total energy (eV) = -102467.2245
- LUMO energy (alpha / beta) (eV) = -0.81 / -0.51

Geometry as ORCA input:
```
! wB97M-V def2-TZVPD RIJCOSX def2/J DEFGRID3
* xyz 0 2
C -0.99 1.38 -1.35
C 0.39 1.01 -1.47
C 1.18 2.02 -0.82
C 0.27 3.01 -0.30
C -1.07 2.61 -0.62
V -0.15 1.16 0.47
N -0.94 -2.51 0.06
C -0.71 -3.73 -0.41
C 0.48 -2.68 -0.20
H 2.26 1.99 -0.69
H 0.77 0.14 -1.99
H 0.55 3.90 0.28
H -1.98 3.14 -0.37
H -1.82 0.83 -1.77
H 0.93 -2.23 -1.08
H -0.95 -4.01 -1.42
H -1.44 -1.76 -0.44
H 1.11 -2.77 0.68
H -0.76 -4.56 0.28
Se 1.32 0.76 5.21
C 0.92 1.06 3.55
N 0.63 1.22 2.41
*
```

***

No. 2
DFT (wB97M-V/def2-TZVPD) results for 2 unconnected molecules or ions with the total composition C8H10N3O in a non-equilibrium geometry.

Calculated values
- gap between HOMO and LUMO (Ha) = 0.31244
- calculated total energy (eV) = -14966.4691
- LUMO energy (eV) = -3.65

Geometry as ORCA input:
```
! wB97M-V def2-TZVPD RIJCOSX def2/J DEFGRID3
* xyz 1 1
C 0.97 3.38 -0.94
C 0.76 3.35 0.45
C 0.79 2.23 -1.66
C 0.45 2.21 1.17
C 0.58 1.05 -0.98
C 0.38 1.05 0.43
C -1.18 -2.67 -0.56
C 0.30 -0.21 1.07
N 0.44 -1.26 1.58
N -0.29 -3.62 -0.45
N -1.96 -2.25 0.45
O 0.36 -2.17 2.32
H 1.12 4.24 -1.56
H 0.71 4.23 1.05
H 0.96 2.30 -2.69
H 0.16 2.35 2.20
H 0.78 0.05 -1.36
H -1.41 -2.23 -1.58
H 0.23 -3.99 -1.21
H 0.03 -4.11 0.48
H -2.38 -1.31 0.39
H -1.79 -2.62 1.41
*
```

***

No. 3
DFT (wB97M-V/def2-TZVPD) results for a gas-phase ion, C8H10N3S (charge +1) in a non-equilibrium geometry.

Calculated values
- SMILES string = C=C1C=CC=C([S-])/C1=[NH+]\C=[NH+]\N
- gap between HOMO and LUMO (alpha / beta) (Ha) = 0.25595 / 0.18397
- calculated total energy (eV) = -23752.3814
- LUMO energy (alpha / beta) (eV) = -4.95 / -5.95

Geometry as ORCA input:
```
! wB97M-V def2-TZVPD RIJCOSX def2/J DEFGRID3
* xyz 1 1
C -0.43 -3.44 -0.40
C -0.73 -2.86 0.83
C 0.14 -2.67 -1.40
C 0.33 -1.29 -1.22
C -0.51 -1.49 1.11
C -0.10 -0.67 -0.02
C -1.00 -0.93 2.24
C 0.64 1.58 -0.51
N -0.13 0.68 0.05
N 0.29 2.81 -0.79
N 1.11 3.77 -1.35
S 0.82 -0.32 -2.49
H -0.74 -4.35 -0.69
H -0.87 -3.50 1.72
H 0.50 -3.23 -2.33
H -0.97 0.21 2.39
H -1.54 -1.42 3.10
H 1.82 1.52 -0.48
H -0.62 3.29 -0.79
H 1.39 4.44 -0.51
H -1.01 1.21 0.49
H 2.01 3.26 -1.67
*
```

***

No. 4
DFT (wB97M-V/def2-TZVPD) results for a single C8H10N4O molecule in a non-equilibrium geometry.

Calculated values
- SMILES string = O=C1NCCN(c2ccccn2)N1
- gap between HOMO and LUMO (Ha) = 0.34443
- calculated total energy (eV) = -16463.9037
- LUMO energy (eV) = 0.82

Geometry as ORCA input:
```
! wB97M-V def2-TZVPD RIJCOSX def2/J DEFGRID3
* xyz 0 1
C 1.70 -0.10 -2.13
C -0.51 -1.38 -1.80
C 0.15 -1.80 -0.49
C -0.02 0.12 0.74
C 0.31 1.48 0.88
C -0.45 2.29 1.68
C -1.50 1.74 2.47
C -1.82 0.35 2.31
H 0.16 -0.12 -3.46
H -0.99 -2.27 -2.19
H -1.30 -0.64 -1.45
H -0.60 -2.04 0.21
H 0.88 -2.62 -0.45
H 2.79 -0.41 -0.22
H 1.28 1.92 0.49
H -0.18 3.34 1.67
H -2.13 2.12 3.36
H -2.54 -0.42 2.98
N 0.46 -0.51 -2.54
N 0.91 -0.77 0.10
N 1.88 -0.26 -0.72
N -1.09 -0.36 1.43
O 2.58 0.34 -2.86
*
```

***

No. 5
DFT (wB97M-V/def2-TZVPD) results for a single C8H10N4O3S molecule in a non-equilibrium geometry.

Calculated values
- SMILES string = O=C(c1cc([N+](=O)[O-])[nH]n1)N1CCSCC1
- gap between HOMO and LUMO (Ha) = 0.29057
- calculated total energy (eV) = -31393.3559
- LUMO energy (eV) = -0.90

Geometry as ORCA input:
```
! wB97M-V def2-TZVPD RIJCOSX def2/J DEFGRID3
* xyz 0 1
O -0.66 1.53 1.73
C -0.42 0.47 1.19
N -0.04 -0.63 1.88
C 0.29 -1.92 1.34
C 1.79 -2.03 1.06
H 2.04 -1.55 0.11
H 2.11 -3.07 1.03
S 2.77 -1.14 2.33
C 1.54 -1.22 3.67
C 0.27 -0.46 3.29
H -0.57 -0.81 3.90
H 0.39 0.61 3.46
H 2.01 -0.76 4.54
H 1.35 -2.27 3.89
H -0.02 -2.68 2.06
H -0.25 -2.09 0.41
C -0.59 0.37 -0.29
N -0.07 -0.54 -1.10
N -0.41 -0.20 -2.32
C -1.16 0.93 -2.34
C -1.30 1.34 -1.03
H -1.82 2.19 -0.65
N -1.64 1.46 -3.56
O -2.31 2.46 -3.53
O -1.33 0.84 -4.57
H -0.12 -0.74 -3.13
*
```

***

No. 6
DFT (wB97M-V/def2-TZVPD) results for 2 unconnected molecules or ions with the total composition C8H10N4OS in a non-equilibrium geometry.

Calculated values
- gap between HOMO and LUMO (Ha) = 0.33219
- calculated total energy (eV) = -27296.1093
- LUMO energy (eV) = 0.42

Geometry as ORCA input:
```
! wB97M-V def2-TZVPD RIJCOSX def2/J DEFGRID3
* xyz 0 1
C -3.24 0.80 -0.21
C -2.78 0.19 -1.36
C -2.53 0.53 0.97
C -1.64 -0.70 -1.36
C -1.56 -0.37 0.95
C -1.06 -1.02 -0.13
C 1.59 0.08 1.06
C 3.33 1.50 -0.47
N 0.91 -3.69 -0.94
N 0.37 -2.74 -0.66
N 2.42 -0.88 1.35
N -0.01 -1.85 0.03
O 0.76 1.99 -0.41
S 1.59 0.84 -0.59
H -4.15 1.47 -0.39
H -3.26 0.48 -2.28
H -2.73 1.11 1.89
H -1.27 -1.34 -2.18
H -1.08 -0.79 1.84
H 1.01 0.71 1.86
H 3.48 2.50 -0.85
H 3.86 0.78 -1.04
H 3.62 1.49 0.56
H 2.37 -1.10 2.38
*
```

***

No. 7
DFT (wB97M-V/def2-TZVPD) results for a gas-phase ion, C8H10N4S (charge +2) in a non-equilibrium geometry.

Calculated values
- gap between HOMO and LUMO (alpha / beta) (Ha) = 0.22373 / 0.22412
- calculated total energy (eV) = -25231.7914
- LUMO energy (alpha / beta) (eV) = -11.71 / -11.70

Geometry as ORCA input:
```
! wB97M-V def2-TZVPD RIJCOSX def2/J DEFGRID3
* xyz 2 1
C 1.05 -2.58 -0.76
C -2.43 -0.51 1.20
C -0.68 -1.18 -0.19
C 1.57 -0.53 0.34
C 0.51 2.58 -0.06
C 0.78 1.94 -1.38
C -0.12 1.23 -0.34
C 0.24 -0.09 0.05
N -0.20 -2.29 -0.65
N 1.97 -1.76 -0.14
N -1.67 0.41 1.67
N -1.95 -1.23 0.18
S 2.70 0.40 1.14
H 1.39 -3.64 -1.17
H -3.54 -0.77 1.59
H 1.36 2.64 0.62
H -0.45 3.26 0.12
H 0.29 2.22 -2.38
H 1.84 1.50 -1.54
H -1.16 1.39 -0.60
H 2.88 -2.05 0.04
H -1.89 1.06 2.50
H -2.49 -2.03 -0.27
*
```

***

No. 8
DFT (wB97M-V/def2-TZVPD) results for a single C8H10N6O molecule in a non-equilibrium geometry.

Calculated values
- gap between HOMO and LUMO (alpha / beta) (Ha) = 0.26153 / 0.26902
- calculated total energy (eV) = -19437.6412
- LUMO energy (alpha / beta) (eV) = -0.33 / -0.28

Geometry as ORCA input:
```
! wB97M-V def2-TZVPD RIJCOSX def2/J DEFGRID3
* xyz 0 1
C 3.08 -0.67 -1.60
C 2.44 0.57 -1.57
C 2.32 -1.88 -1.42
C 1.03 0.65 -1.61
C 0.97 -1.71 -1.29
C 0.28 -0.47 -1.47
C -1.17 -0.42 1.13
C -1.21 -0.37 -1.31
N -1.66 1.57 0.05
N -2.38 3.53 0.98
N -0.95 -0.17 4.47
N -2.48 2.10 0.89
N -0.81 -0.56 3.30
N -1.38 0.33 0.02
O -1.52 0.11 2.32
H 4.18 -0.82 -1.57
H 2.99 1.52 -1.65
H 2.88 -2.83 -1.30
H 0.59 1.62 -1.72
H 0.30 -2.50 -1.01
H -0.43 -1.15 1.16
H -1.77 0.19 -2.08
H -1.62 -1.37 -1.23
H -3.14 3.62 1.55
H -0.53 -0.89 4.98
*
```

***

No. 9
DFT (wB97M-V/def2-TZVPD) results for a gas-phase ion, C8H10NO4 (charge -1) in a non-equilibrium geometry.

Calculated values
- SMILES string = C[C@@]1([N+](=O)[O-])C[C@H]2C[C@H]2[C@@H]1C(=O)[O-]
- gap between HOMO and LUMO (Ha) = 0.29601
- calculated total energy (eV) = -18135.2330
- LUMO energy (eV) = 3.46

Geometry as ORCA input:
```
! wB97M-V def2-TZVPD RIJCOSX def2/J DEFGRID3
* xyz -1 1
C -1.28 1.89 0.53
C -0.08 -0.22 -2.49
C 1.00 -1.13 -0.14
C -0.83 0.55 -0.19
C 1.04 -0.31 -1.45
C 0.04 0.83 -1.43
C 0.08 -0.37 0.81
C -0.73 -1.24 1.75
N 0.96 0.67 1.62
O -1.80 2.68 -0.20
O -0.96 1.88 1.71
O 1.69 1.46 0.97
O 1.11 0.38 2.84
H 0.36 0.05 -3.39
H -0.97 -1.00 -2.49
H 0.56 -2.15 -0.20
H 2.10 -1.28 0.13
H -1.80 -0.15 -0.32
H 1.94 -0.29 -2.00
H 0.11 1.86 -1.64
H -1.30 -1.87 1.11
H -1.34 -0.43 2.24
H 0.11 -1.80 2.22
*
```

***

No. 10
DFT (wB97M-V/def2-TZVPD) results for a molecular structure, C8H10NdO6P in a non-equilibrium geometry.

Calculated values
- gap between HOMO and LUMO (alpha / beta) (Ha) = 0.25791 / 0.25906
- calculated total energy (eV) = -45291.5452
- LUMO energy (alpha / beta) (eV) = -8.85 / -8.77

Geometry as ORCA input:
```
! wB97M-V def2-TZVPD RIJCOSX def2/J DEFGRID3
* xyz 2 4
O 1.14 0.76 -6.27
C 0.52 0.55 -5.33
Nd -0.36 -0.78 -1.24
O -2.29 1.16 -3.77
C -1.84 0.41 -2.99
C -2.54 -1.16 0.32
O -3.40 -1.15 1.11
C 0.77 -2.84 -0.06
O 1.46 -3.56 0.52
C -1.51 -2.88 -2.43
O -1.85 -3.75 -3.11
H 0.93 -1.33 -2.81
C 0.13 -0.49 2.42
P 0.57 1.01 1.49
C -0.47 2.37 1.98
C 2.34 1.28 1.58
O 0.29 0.87 -0.06
H 0.71 -1.38 2.12
H -0.94 -0.75 2.33
H 0.34 -0.32 3.49
H -0.32 2.68 3.03
H -0.22 3.19 1.27
H -1.52 2.09 1.79
H 2.85 0.39 1.16
H 2.54 2.12 0.88
H 2.70 1.51 2.60
*
```

***

No. 11
DFT (wB97M-V/def2-TZVPD) results for a single C8H10O molecule in a non-equilibrium geometry.

Calculated values
- SMILES string = COC1=C[C@@H]2C=C[C@H]1C2
- gap between HOMO and LUMO (Ha) = 0.33405
- calculated total energy (eV) = -10502.2376
- LUMO energy (eV) = 1.02

Geometry as ORCA input:
```
! wB97M-V def2-TZVPD RIJCOSX def2/J DEFGRID3
* xyz 0 1
O 1.84 -0.08 -0.65
C -1.87 0.87 -0.70
C -0.90 1.74 -0.52
C -0.37 -0.95 -0.41
C 0.62 -0.11 -0.19
C 2.52 -1.31 -0.44
C -1.56 -0.40 0.21
C 0.02 1.13 0.44
C -0.98 0.44 1.27
H -2.66 1.05 -1.31
H -0.63 2.72 -0.92
H -0.26 -1.85 -0.99
H 2.57 -1.88 -1.36
H 2.02 -1.95 0.31
H 3.57 -1.09 -0.06
H -2.41 -1.03 0.46
H 0.69 1.72 1.04
H -1.72 1.05 1.73
H -0.48 -0.06 2.09
*
```

***

No. 12
DFT (wB97M-V/def2-TZVPD) results for a molecular structure, C8H10O15Zn in a non-equilibrium geometry.

Calculated values
- gap between HOMO and LUMO (Ha) = 0.18372
- calculated total energy (eV) = -87591.2265
- LUMO energy (eV) = 3.96

Geometry as ORCA input:
```
! wB97M-V def2-TZVPD RIJCOSX def2/J DEFGRID3
* xyz -2 1
Zn 1.40 -0.51 0.60
O 2.38 3.13 -0.89
C 2.62 2.29 0.11
O 2.39 1.10 -0.12
O 3.02 2.65 1.21
H 2.57 3.99 -0.51
O 1.59 -4.02 -0.94
C 1.60 -2.82 -0.39
O 2.30 -1.95 -0.92
O 1.03 -2.57 0.63
H 1.96 -3.92 -1.82
O 4.24 -2.27 2.67
C 3.58 -1.19 2.95
O 3.77 -0.62 4.05
O 2.69 -0.60 2.27
H 4.69 -2.12 3.50
O -1.62 1.38 2.76
C -0.40 1.18 2.50
O 0.62 1.71 3.02
O -0.15 0.29 1.71
H -2.14 0.71 2.30
C -4.21 0.75 -1.02
C -3.27 -0.12 -1.87
C -2.77 0.55 -3.12
O -1.41 0.45 -2.91
C -1.09 -0.09 -1.63
O -0.01 -0.16 -1.09
O -2.20 -0.46 -1.08
H -4.54 0.10 -0.21
H -5.07 0.97 -1.65
H -3.74 1.69 -0.73
H -3.70 -1.08 -2.17
H -3.13 1.57 -3.22
H -3.02 -0.04 -4.00
*
```

***

ΔE to the lowest compared entry with this formula, charge and spin per entry: 82.5, 65.4, 96.1, 37.5, 0.0, 90.0, 58.5, 151.2, 57.7, 1.2, 77.6, 57.9 kcal/mol